1.
Formula: C28H52OP2Sc
Source: OMol25
Level of theory: ωB97M-V/def2-TZVPD

Values from the calculation:
E_HOMO in eV: -11.2
Molecular weight in g mol⁻¹: 511.627

ORCA input file:
```
! RIJCOSX wB97M-V def2-TZVPD def2/J DEFGRID3
* xyz 1 1
Sc 0.159 -0.436 1.938
C -0.411 -2.509 2.628
C 0.952 -2.641 2.231
C 0.870 -1.054 3.928
C -0.472 -1.525 3.692
C 1.743 -1.764 3.028
C -1.582 -3.331 2.148
H -1.354 -3.806 1.191
H -2.490 -2.729 2.040
H -1.782 -4.121 2.881
C -1.703 -1.045 4.394
H -2.604 -1.251 3.819
H -1.661 0.029 4.565
H -1.770 -1.544 5.362
C 1.254 -0.018 4.950
H 1.302 -0.490 5.936
H 0.514 0.789 4.994
H 2.232 0.423 4.731
C 3.261 -1.688 3.043
H 3.628 -2.330 3.850
H 3.618 -0.672 3.225
H 3.675 -2.053 2.101
C 1.489 -3.658 1.236
H 1.860 -4.525 1.792
H 2.317 -3.253 0.645
H 0.707 -3.997 0.554
C -1.829 0.470 -5.374
C -1.717 -0.882 -5.442
C -0.732 -1.719 -6.196
C 0.577 -1.028 -6.661
C 1.376 -0.466 -5.521
C 1.245 0.739 -4.911
C 0.294 1.856 -5.205
C -0.973 1.510 -6.033
H -1.219 -2.173 -7.077
H 0.352 -0.279 -7.427
H -0.463 -2.565 -5.544
H -0.688 1.240 -7.056
H -2.642 0.863 -4.762
H -2.466 -1.458 -4.903
H -1.566 2.438 -6.108
H -0.029 2.269 -4.236
H 1.950 0.955 -4.110
H 0.827 2.679 -5.712
H 1.189 -1.804 -7.152
H 2.153 -1.129 -5.137
P -0.837 -0.480 -0.358
P 1.971 0.881 0.652
C 0.059 0.725 -1.392
C 0.939 1.716 -0.609
H -0.706 1.244 -1.976
H 0.669 0.126 -2.076
H 1.655 2.234 -1.260
H 0.325 2.466 -0.089
C 2.683 2.121 1.673
H 3.364 1.692 2.411
H 1.930 2.720 2.190
H 3.219 2.739 0.954
C 3.253 0.024 -0.206
H 3.653 0.737 -0.933
H 2.897 -0.878 -0.718
H 4.031 -0.261 0.509
C -2.509 0.085 -0.189
H -3.101 -0.539 0.489
H -2.893 0.027 -1.209
H -2.551 1.117 0.173
C -0.869 -1.985 -1.270
H 0.117 -2.458 -1.308
H -1.193 -1.696 -2.273
H -1.586 -2.677 -0.823
C -2.590 2.938 1.857
C -1.613 2.241 2.799
C -0.364 3.104 2.858
C -2.220 2.303 4.202
O -1.277 0.954 2.353
H -2.825 3.940 2.229
H -3.522 2.376 1.805
H -2.175 3.069 0.858
H -0.595 4.099 3.257
H 0.382 2.655 3.535
H 0.035 3.268 1.853
H -3.130 1.705 4.264
H -1.518 2.013 4.990
H -2.499 3.335 4.445
*
```

=====

2.
Formula: C18H21F3N2O5S2
Source: OMol25
Level of theory: ωB97M-V/def2-TZVPD

Values from the calculation:
E_HOMO in eV: -8.9
Molecular weight in g mol⁻¹: 466.503
SMILES: CCOc1ccc(S(=O)(=O)N(CC)CC)cc1NS(=O)(=O)c1ccc(F)c(F)c1F

ORCA input file:
```
! RIJCOSX wB97M-V def2-TZVPD def2/J DEFGRID3
* xyz 0 1
C -5.358 -2.918 -0.905
C -3.895 -2.903 -1.316
H -3.527 -3.928 -1.457
H -3.767 -2.347 -2.253
O -3.169 -2.268 -0.276
C -1.846 -2.030 -0.441
C -1.078 -2.445 -1.520
C 0.260 -2.078 -1.614
C 0.835 -1.349 -0.598
C 0.104 -0.966 0.512
C -1.242 -1.271 0.588
N -2.019 -0.772 1.626
S -1.622 0.713 2.288
O -0.541 0.550 3.206
O -2.843 1.277 2.765
C -0.973 1.685 0.907
C -1.605 1.690 -0.321
C -1.061 2.395 -1.389
C 0.119 3.108 -1.193
C 0.744 3.124 0.042
C 0.195 2.405 1.086
H 0.664 2.371 2.056
H 1.662 3.675 0.155
F 0.638 3.793 -2.211
F -1.663 2.375 -2.583
F -2.738 0.995 -0.499
H -3.012 -0.910 1.494
H 0.583 -0.415 1.302
S 2.455 -0.614 -0.741
O 3.156 -1.218 -1.841
O 2.244 0.809 -0.781
N 3.128 -0.982 0.726
C 3.846 0.058 1.430
C 5.074 0.583 0.690
H 4.771 0.936 -0.292
H 5.510 1.410 1.245
H 5.826 -0.190 0.566
H 4.119 -0.334 2.413
H 3.138 0.880 1.563
C 3.444 -2.378 0.916
C 4.774 -2.833 0.321
H 4.826 -2.523 -0.719
H 4.845 -3.917 0.372
H 5.613 -2.409 0.867
H 2.628 -2.928 0.437
H 3.412 -2.588 1.990
H 0.854 -2.348 -2.472
H -1.521 -3.023 -2.315
H -5.952 -3.401 -1.675
H -5.477 -3.458 0.030
H -5.714 -1.900 -0.767
*
```